Entry 1:
# C10H15N6O5RhS2Te

C10H15N6O5RhS2Te as an isolated structure (ωB97M-V/def2-TZVPD, the Open Molecules 2025 dataset).

Each line ends with the natural charge from an NBO analysis.
Cartesian coordinates (Å):
Rh 1.124 -0.144 0.309  0.91
O 4.356 -1.301 1.616  -0.93
S 3.715 -0.238 0.917  2.55
O 2.490 0.309 1.699  -0.94
O 4.545 0.858 0.483  -1.00
O 2.910 -0.777 -0.319  -0.98
C 2.970 1.542 -2.243  -0.88
Te 1.347 1.976 -0.967  1.08
C 2.418 3.198 0.383  -0.89
H 3.111 2.414 -2.878  0.23
H 2.697 0.673 -2.836  0.25
H 3.839 1.331 -1.627  0.29
H 3.351 2.690 0.616  0.29
H 1.807 3.321 1.274  0.25
H 2.582 4.158 -0.103  0.23
C -3.587 2.138 0.121  -0.62
C -2.129 1.698 0.108  -0.47
C -1.823 0.606 1.079  0.13
N -0.655 0.093 1.292  -0.29
N -0.615 -0.964 2.156  -0.35
C -1.794 -1.225 2.628  0.23
N -2.030 -2.190 3.557  -0.79
S -3.033 -0.172 2.027  0.44
H -3.736 2.945 -0.595  0.23
H -3.892 2.500 1.104  0.21
H -4.232 1.313 -0.183  0.25
H -1.472 2.543 0.336  0.22
H -1.860 1.319 -0.881  0.27
H -1.257 -2.818 3.713  0.41
H -2.940 -2.618 3.571  0.40
N 0.830 -2.773 -1.424  -0.81
C -0.245 -1.963 -1.478  0.66
O -0.096 -0.707 -1.221  -0.73
C -1.519 -2.454 -1.788  -0.54
C -1.703 -3.812 -2.138  0.30
N -1.854 -4.920 -2.420  -0.36
C -2.616 -1.576 -1.622  0.35
N -3.480 -0.829 -1.450  -0.43
H 1.743 -2.384 -1.237  0.43
H 0.732 -3.762 -1.579  0.42

Output
E_HOMO: -8.3 eV
ΔE to the lowest compared entry with this formula, charge and spin: 14.3 kJ/mol


Entry 2:
# C47H75BrIN11O5P

A 8-piece molecular cluster, C47H75BrIN11O5P overall in a non-equilibrium geometry (ωB97M-V/def2-TZVPD, the Open Molecules 2025 dataset).

Each line ends with the Mulliken charge.
Cartesian coordinates (Å):
C -3.699 3.932 -2.135  -0.76
C -2.826 3.239 -3.339  0.43
C -3.126 1.638 -3.674  -0.85
C -1.779 3.898 -4.167  -0.46
C -0.868 5.203 -3.705  -0.38
C 0.602 4.813 -3.096  -0.55
C 0.598 4.293 -1.541  0.81
C -0.588 4.921 -0.600  -0.72
C 0.596 2.654 -1.544  1.06
C 0.467 1.955 -0.063  -0.90
C 1.542 0.759 0.249  2.62
C 2.943 1.618 0.169  -0.88
N 3.749 1.361 -1.123  -0.31
C 1.454 -0.667 -0.622  0.46
C 0.925 -0.650 -2.161  -0.16
C 2.133 -0.419 -3.295  -0.43
O 3.252 -1.398 -3.123  -0.48
C 0.667 -1.839 0.281  -0.76
C 1.564 -3.198 0.368  -0.98
O 2.070 -3.445 -1.029  -0.02
O 2.437 -4.719 -1.024  -0.53
N 0.130 -1.164 1.569  0.40
C -1.271 -0.839 1.071  -0.44
C -2.190 0.157 1.940  -0.54
C -1.903 0.360 3.511  -0.47
I -4.280 -0.627 1.805  0.03
P 0.323 -2.506 2.778  0.43
O 0.007 -1.994 4.406  -0.57
Br -1.274 -4.143 2.474  -0.15
C 1.143 0.004 1.698  -0.39
C 2.286 -0.072 2.868  -0.61
C 3.513 -1.112 2.661  -0.14
O 3.525 -2.214 3.464  -0.55
C 4.816 -0.985 1.679  0.66
C 5.106 -1.794 0.291  0.31
C 6.465 -1.478 -0.592  -0.30
C 7.565 -0.351 -0.139  -0.46
C 7.323 0.457 1.270  -0.45
C 5.969 0.138 2.136  -0.29
H -3.411 5.057 -1.914  0.22
H -4.873 3.801 -2.260  0.35
H -3.425 3.330 -1.142  0.02
H -3.944 1.236 -2.908  0.25
H -2.141 1.032 -3.448  0.04
H -3.517 1.490 -4.772  0.34
H -1.616 3.476 -5.268  0.24
H -0.660 5.807 -4.713  0.24
H -1.514 5.915 -3.037  0.24
H 1.373 5.719 -3.195  0.16
H 1.045 3.968 -3.812  0.23
H 1.644 4.629 -1.077  0.21
H -1.441 4.114 -0.507  -0.19
H -0.969 5.980 -0.927  0.30
H -0.123 5.035 0.491  0.29
H 1.506 2.250 -2.191  -0.71
H -0.375 2.318 -2.152  -0.82
H 0.688 2.823 0.728  0.29
H -0.657 1.696 0.090  -0.76
H 3.700 1.445 1.037  0.30
H 2.778 2.802 0.154  -0.04
H 4.747 1.214 -0.823  0.19
H 3.717 2.199 -1.744  0.31
H 2.614 -0.949 -0.632  -0.06
H -0.008 0.064 -2.362  -0.67
H 0.514 -1.744 -2.407  0.69
H 1.659 -0.694 -4.356  0.30
H 2.500 0.691 -3.353  0.24
H 4.115 -0.884 -3.289  0.12
H -0.221 -2.230 -0.418  0.50
H 2.526 -3.138 1.029  0.28
H 0.939 -4.196 0.569  0.43
H 3.429 -4.767 -0.816  0.34
H -1.239 -0.368 -0.029  0.20
H -1.920 -1.826 0.888  0.73
H -2.285 1.244 1.455  0.39
H -2.407 -0.523 4.122  0.07
H -0.791 0.428 3.858  0.13
H -2.440 1.349 3.900  0.38
H -0.965 -2.191 4.650  0.31
H 0.467 0.885 2.143  0.19
H 2.754 1.025 2.940  0.64
H 1.855 -0.250 3.965  0.35
H 4.347 -2.599 -0.089  -0.30
H 6.613 -2.057 -1.600  0.31
H 8.517 -0.109 -0.792  0.30
H 8.066 1.277 1.685  0.30
H 5.785 0.741 3.149  0.27
C 2.316 9.202 -3.885  -0.34
C 2.253 8.431 -2.577  0.15
N 2.200 7.791 -1.492  -0.41
H 2.331 10.277 -3.684  0.31
H 3.221 8.930 -4.435  0.30
H 1.442 8.968 -4.499  -0.22
C -5.350 -4.129 4.972  -0.66
C -4.042 -3.952 4.218  0.63
N -2.957 -3.805 3.593  -0.51
H -6.195 -3.970 4.296  0.36
H -5.409 -5.140 5.384  -0.06
H -5.409 -3.407 5.791  0.26
C -0.187 10.908 0.226  -0.88
C 0.743 9.801 -0.243  0.53
N 1.515 8.884 -0.632  -0.24
H -0.820 10.543 1.040  0.27
H 0.397 11.760 0.583  0.28
H -0.825 11.234 -0.601  0.26
C -5.972 -8.576 5.535  -0.52
C -6.657 -7.379 6.174  0.30
N -7.225 -6.387 6.705  -0.49
H -5.663 -9.286 6.307  0.31
H -6.660 -9.076 4.847  0.30
H -5.089 -8.248 4.979  0.15
C -0.534 9.943 -7.122  -0.83
C -0.597 9.172 -5.814  0.60
N -0.650 8.531 -4.729  -0.58
H -0.518 11.018 -6.920  0.28
H 0.371 9.671 -7.672  0.28
H -1.408 9.708 -7.736  0.32
C -3.462 -10.084 2.809  -0.86
C -4.749 -10.874 2.981  0.42
N -5.817 -11.529 3.124  -0.48
H -3.206 -9.578 3.744  0.31
H -2.645 -10.757 2.534  0.31
H -3.586 -9.335 2.022  0.30
C -3.190 -13.226 -0.550  -0.78
C -3.448 -11.747 -0.316  0.44
N -3.661 -10.519 -0.121  -0.49
H -3.389 -13.479 -1.595  0.30
H -2.148 -13.464 -0.319  0.27
H -3.843 -13.825 0.092  0.27
C -3.490 -3.659 8.849  -0.83
C -3.548 -2.811 7.589  0.58
N -3.597 -2.108 6.543  -0.60
H -4.248 -3.321 9.561  0.29
H -3.675 -4.708 8.602  0.26
H -2.503 -3.571 9.312  0.31
C 5.491 -1.065 -6.818  -0.83
C 5.642 -0.461 -5.431  0.61
N 5.768 0.040 -4.281  -0.61
H 4.455 -0.971 -7.155  0.27
H 6.143 -0.544 -7.525  0.32
H 5.763 -2.123 -6.795  0.28

Output
E_HOMO: -7.3 eV
net charge: +1


Entry 3:
# C18H39BO2

A 3-piece molecular cluster, C18H39BO2 overall in a non-equilibrium geometry (ωB97M-V/def2-TZVPD, the Open Molecules 2025 dataset).

Each line ends with the natural charge from an NBO analysis.
Cartesian coordinates (Å):
C -0.830 -1.371 1.219  -0.18
C -1.174 -1.041 0.105  -0.33
B -1.674 -0.198 -1.084  0.84
C -2.849 -0.813 -1.953  -0.76
C -3.982 0.261 -2.033  -0.38
C -5.385 -0.334 -1.845  -0.39
C -6.272 0.498 -0.902  -0.39
C -7.753 0.461 -1.290  -0.39
C -8.467 1.783 -0.883  -0.60
C -1.100 1.232 -1.421  -0.77
C 0.414 1.296 -1.664  -0.20
C 1.252 1.070 -0.397  -0.62
C 0.736 2.696 -2.261  -0.60
H -0.528 -1.630 2.182  0.23
H -3.246 -1.662 -1.417  0.22
H -2.494 -1.085 -2.939  0.24
H -3.827 1.050 -1.310  0.19
H -3.930 0.670 -3.031  0.21
H -5.306 -1.336 -1.446  0.20
H -5.899 -0.387 -2.793  0.20
H -6.210 0.105 0.105  0.20
H -5.891 1.513 -0.900  0.19
H -7.855 0.278 -2.350  0.19
H -8.256 -0.322 -0.741  0.20
H -8.731 2.342 -1.769  0.21
H -9.332 1.588 -0.271  0.21
H -7.759 2.392 -0.336  0.20
H -1.320 1.928 -0.616  0.24
H -1.613 1.579 -2.309  0.22
H 0.743 0.595 -2.418  0.19
H 2.064 0.399 -0.637  0.23
H 0.694 0.669 0.434  0.22
H 1.731 1.974 -0.047  0.20
H 1.160 2.627 -3.254  0.21
H 1.454 3.236 -1.658  0.20
H -0.157 3.304 -2.307  0.20
C 3.405 -3.443 -0.624  -0.63
C 4.466 -2.353 -0.621  0.10
C 5.790 -2.869 -0.079  -0.63
O 4.019 -1.243 0.159  -0.72
H 3.218 -3.799 0.393  0.20
H 2.460 -3.057 -1.010  0.22
H 3.711 -4.292 -1.237  0.21
H 4.607 -1.976 -1.635  0.18
H 5.675 -3.208 0.955  0.20
H 6.538 -2.076 -0.077  0.22
H 6.165 -3.701 -0.676  0.21
H 3.884 -1.554 1.061  0.45
C 4.398 -0.383 4.616  -0.63
C 5.356 0.661 4.062  0.09
C 4.638 1.970 3.767  -0.63
O 5.981 0.170 2.879  -0.72
H 3.612 -0.605 3.888  0.19
H 4.926 -1.316 4.820  0.22
H 3.927 -0.041 5.539  0.21
H 6.158 0.838 4.780  0.17
H 3.860 1.818 3.013  0.20
H 5.335 2.706 3.368  0.22
H 4.174 2.380 4.665  0.21
H 5.290 0.005 2.229  0.46

Output
E_HOMO: -9.6 eV


Entry 4:
# C42H40CoN4O4PS2

C42H40CoN4O4PS2 as an isolated structure (ωB97M-V/def2-TZVPD, the Open Molecules 2025 dataset).

Each line ends with the Löwdin spin population.
Cartesian coordinates (Å):
Co -0.319 -0.361 0.344  2.69
C 6.269 -1.162 2.103  0.00
C 6.160 -1.087 0.716  0.00
C 4.941 -0.784 0.131  0.00
C 3.818 -0.553 0.934  0.02
C 3.936 -0.628 2.320  0.00
C 5.162 -0.927 2.902  0.00
P 2.188 -0.223 0.192  0.07
C 2.278 -1.256 -1.315  0.01
C 2.057 -0.765 -2.540  0.00
C 2.023 -1.513 -3.808  0.00
C 2.161 -2.828 -3.971  0.00
C 2.445 -3.828 -2.884  0.00
C 2.558 -2.717 -1.009  0.00
C 2.279 1.496 -0.457  0.12
C 3.493 2.180 -0.638  0.05
C 3.514 3.484 -1.101  0.05
C 2.316 4.153 -1.351  0.12
C 1.092 3.517 -1.122  0.01
C -0.120 4.230 -1.252  0.22
C -1.339 3.645 -0.881  0.06
C -1.360 2.346 -0.423  0.11
C -0.186 1.537 -0.352  0.26
C 1.058 2.166 -0.678  0.02
H 7.224 -1.399 2.557  0.00
H 7.027 -1.267 0.092  0.00
H 4.864 -0.714 -0.950  0.00
H 3.070 -0.451 2.949  0.00
H 5.248 -0.981 3.980  0.00
H 1.871 0.304 -2.630  0.00
H 1.862 -0.913 -4.698  0.00
H 2.125 -3.219 -4.983  0.00
H 2.552 -4.835 -3.276  0.00
H 2.756 -2.876 0.048  0.00
H 4.432 1.691 -0.411  0.00
H 4.461 3.986 -1.254  0.00
H 2.323 5.185 -1.688  0.00
H -0.090 5.255 -1.612  0.01
H -2.260 4.213 -0.941  0.00
H -2.318 1.942 -0.109  0.00
C -6.833 2.835 2.363  0.00
C -7.208 1.929 1.192  0.00
S -5.871 1.852 0.019  0.00
O -6.030 2.876 -0.978  0.00
O -4.613 1.767 0.734  0.00
C -6.116 0.301 -0.845  0.00
C -5.733 -0.995 -0.130  0.00
N -4.460 -0.924 0.608  0.00
C -3.271 -0.666 0.044  0.01
N -2.328 -0.523 0.976  0.04
C -2.930 -0.717 2.184  0.01
C -4.245 -0.940 1.973  0.00
N -5.237 -1.087 3.009  0.00
O -4.818 -1.088 4.145  0.00
O -6.410 -1.210 2.686  0.00
C -3.069 -0.548 -1.428  0.01
H -7.697 2.955 3.013  0.00
H -6.528 3.823 2.015  0.00
H -6.017 2.408 2.943  0.00
H -8.057 2.312 0.622  0.00
H -7.408 0.902 1.512  0.00
H -5.557 0.464 -1.766  0.00
H -7.178 0.262 -1.102  0.00
H -5.652 -1.785 -0.875  0.00
H -6.489 -1.288 0.579  0.00
H -2.423 -0.640 3.132  0.00
H -3.612 -1.327 -1.966  0.00
H -2.015 -0.636 -1.672  0.00
H -3.413 0.423 -1.793  0.00
N -0.307 -2.251 -0.320  0.05
S -0.113 -2.945 -1.751  0.01
C -1.254 -4.303 -1.854  0.00
C -1.186 -5.105 -2.988  0.00
C -2.049 -6.183 -3.097  0.00
C -2.972 -6.441 -2.090  0.00
C -3.044 -5.615 -0.976  0.00
C -2.180 -4.532 -0.850  0.00
C 1.545 -3.744 -1.604  0.00
C 3.622 -3.339 -1.971  0.00
C 4.438 -4.444 -1.361  0.00
C 3.949 -5.491 -0.705  0.00
C 2.529 -5.750 -0.429  0.00
C 1.478 -5.020 -0.802  0.00
H -0.205 -2.916 0.449  0.01
H -0.465 -4.893 -3.774  0.00
H -2.002 -6.824 -3.970  0.00
H -3.641 -7.290 -2.177  0.00
H -3.768 -5.815 -0.196  0.00
H -2.236 -3.877 0.013  0.00
H 4.260 -2.605 -2.458  0.00
H 5.513 -4.373 -1.489  0.00
H 4.650 -6.228 -0.330  0.00
H 2.316 -6.641 0.152  0.00
H 0.499 -5.362 -0.488  0.00

Output
E_HOMO (alpha / beta): -12.9 / -12.9 eV
net charge: +2
multiplicity: 5
ΔE to the lowest compared entry with this formula, charge and spin: 282.8 kJ/mol
<S²>: 6.04


Number 1: E_tot -2269.74946 hartree. Number 2: E_tot -6025.79753 hartree. Number 3: E_tot -884.46843 hartree. Number 4: E_tot -4664.21092 hartree.